Computed, not measured: one molecule with the formula C3H7NO, with the ωB97M-V functional and the def2-TZVPD basis.

Values from the calculation:
Energy relative to the best compared isomer or geometry (same formula, charge and spin) (kcal per mole): 21.81
Net charge: 0
HOMO energy (eV): -10.06
Strongest force on any atom (eV Å⁻¹): 0.340
LUMO (eV): 1.0
Kohn-Sham gap (eV): 11.1
SMILES: [H]/N=C(\C)OC

Positions of all 12 atoms, in Å:
H: -1.31608 1.54341 0.90537
N: -0.38234 1.16095 0.78440
C: -0.41898 0.09820 0.09116
C: -1.58181 -0.55269 -0.60865
O: 0.70846 -0.58714 -0.18336
C: 1.91262 0.01198 0.27760
H: -1.43633 -0.39240 -1.68090
H: -2.54375 -0.12433 -0.31858
H: -1.59242 -1.63112 -0.42613
H: 2.06259 0.97783 -0.21415
H: 1.87473 0.17666 1.35713
H: 2.71330 -0.68136 0.01612